{"formula": "C29H41BeBrN4O3Sb2", "method": "ωB97M-V with the def2-TZVPD basis set", "multiplicity": 1, "max_force_ev_per_a": 0.34, "e_homo_ha": -0.293, "homo_lumo_gap_ev": 8.07, "species": ["H", "H", "H", "C", "H", "O", "H", "H", "C", "C", "C", "O", "H", "H", "H", "C", "N", "H", "C", "C", "H", "C", "C", "Sb", "C", "H", "H", "N", "H", "H", "C", "H", "C", "C", "H", "H", "C", "H", "H", "O", "Sb", "C", "C", "H", "C", "H", "H", "C", "C", "H", "H", "C", "C", "C", "Be", "H", "Br", "H", "H", "C", "H", "H", "N", "C", "H", "H", "C", "H", "H", "H", "C", "H", "H", "C", "C", "N", "C", "H", "H", "H", "H"], "coordinates": [[4.2200, -4.0655, -2.4719], [-1.6995, 2.1648, 5.1455], [-3.9909, 1.4121, -3.5704], [2.3063, 3.6846, -3.3519], [-5.6679, -2.2263, 4.4712], [-1.9092, 3.5319, -1.2997], [-0.1618, 1.5239, 5.7876], [1.8590, 2.3970, -0.0248], [-3.9774, -1.2069, 5.3271], [-0.9714, 0.0493, -3.4076], [-1.9229, -2.7492, -1.2742], [-0.1062, -0.2569, -2.5333], [2.3655, 0.4109, 2.6721], [-1.0180, -3.3593, -1.3257], [-0.4602, 5.6031, -1.6309], [3.9660, -3.4331, -1.6189], [2.6324, -2.8935, -1.8135], [-3.7625, 0.4796, -0.1716], [0.3341, 5.0429, -2.1111], [-2.6357, -0.8996, 5.1660], [0.1467, -0.7483, -4.8787], [-3.6821, -0.5313, 0.2320], [-3.0904, 1.1097, -4.0955], [-1.6516, -1.2089, 0.2077], [-4.6229, -1.9660, 4.3609], [4.3581, -1.7799, 0.6316], [4.0978, 2.4777, 0.9400], [-0.7285, -0.2967, -4.6808], [3.2471, -1.1786, -2.9357], [-1.3277, -0.0281, -5.4375], [1.3296, 2.9601, -2.7033], [4.7451, -2.6624, -1.5356], [1.8232, 0.2700, -0.3832], [3.8260, -0.8571, 0.4306], [-0.2017, 3.0937, 4.9493], [-2.7297, 1.9604, -4.6763], [0.3107, 3.6532, -2.0683], [-2.1010, -2.3119, -2.2581], [0.9707, -2.1533, -0.8453], [-0.6569, 1.7336, -0.9770], [-0.2210, 1.1132, 3.0987], [2.5807, -2.0548, -2.9964], [2.0370, -2.2620, -0.6327], [-4.2946, -1.2190, -0.3500], [-1.9047, -1.3198, 4.0489], [-4.5127, -0.8613, 6.2032], [3.9923, -4.0525, -0.7196], [3.6831, 1.5249, 0.6248], [-0.8383, 2.9610, -1.3828], [-2.4410, -3.4302, 1.4071], [-4.0277, -0.5164, 1.2668], [4.3919, 0.3486, 0.8252], [2.2642, 5.0682, -3.3340], [-0.4692, -0.8970, 3.9301], [0.2310, 0.4365, -1.0704], [5.3682, 0.3653, 1.2964], [3.7134, 2.7853, -4.2373], [-2.1378, 1.0889, -2.1867], [2.1326, -2.9802, 0.1870], [-3.9083, -2.4052, 3.2579], [1.5602, -1.6927, -3.1448], [1.3839, 1.8791, -2.6819], [-2.1169, 0.6685, -3.1103], [-2.5574, -2.0957, 3.0760], [-3.3571, 0.2922, -4.7666], [-0.0121, -0.8228, 4.9176], [-1.8613, -2.6203, 1.8506], [-2.7701, -3.3779, -0.9989], [-0.8610, -3.0012, 2.0668], [3.0327, 5.6485, -3.8305], [2.5740, -0.9047, -0.1905], [-4.4062, -3.0137, 2.5091], [0.1399, -1.5681, 3.3220], [1.9002, 1.0657, 3.4121], [-0.6247, 2.0880, 4.9763], [1.2928, 5.7431, -2.7162], [2.4156, 1.4662, 0.0584], [2.3222, 2.0648, 3.2962], [2.8744, -2.6469, -3.8657], [2.0974, 0.6967, 4.4207], [-2.1276, -0.3085, 5.9227]], "lowdin_charge": [0.080, -0.008, 0.096, -0.661, 0.099, 0.079, 0.001, 0.091, -0.088, -0.523, -0.306, -0.045, -0.017, 0.007, 0.124, -0.117, -0.252, -0.001, -0.069, -0.059, 0.121, -0.286, -0.042, 1.414, -0.092, 0.101, 0.104, 0.230, 0.093, 0.102, -0.069, 0.078, -0.118, -0.061, -0.004, 0.097, -0.105, -0.007, 0.056, -0.108, 1.317, -0.099, -0.176, 0.009, -0.287, 0.101, 0.084, -0.114, -0.536, 0.052, -0.002, -0.096, -0.180, -0.338, 0.014, 0.101, 0.745, 0.106, 0.122, -0.072, 0.056, 0.092, 0.071, -0.290, 0.087, 0.058, -0.309, 0.005, 0.055, 0.103, -0.221, 0.111, 0.048, -0.335, -0.361, 0.080, -0.131, 0.006, 0.082, 0.009, 0.104]}